# C4H9NO

C4H9NO as an isolated structure (the ωB97M-V functional and the def2-TZVPD basis, the Open Molecules 2025 dataset).

Structure (XYZ):
```
15
Properties=species:S:1:pos:R:3:mulliken_charge:R:1
C 1.25 -0.41 -1.46 -0.494
N 0.37 0.13 -0.65 0.159
C 0.60 0.95 0.56 -0.760
C -0.95 0.97 0.75 0.165
O -1.44 0.45 1.96 -0.550
C -0.96 0.10 -0.46 -0.738
H 2.30 -0.24 -1.26 0.236
H 0.36 -2.33 -0.26 0.034
H 0.91 -0.97 -2.31 0.325
H 1.11 1.89 0.33 0.316
H 1.14 0.39 1.33 0.311
H -1.38 1.98 0.68 0.330
H -1.28 -0.51 1.93 0.330
H -0.32 -2.13 0.01 -0.069
H -1.70 -0.28 -1.15 0.404
```

Highest occupied orbital energy (eV): -7.28
ΔE to the lowest compared entry with this formula, charge and spin (kcal per mole): 107.48
Orbital gap (eV): 8.3415

=====

# C5H9N3

The molecule C5H9N3 (the ωB97M-V functional and the def2-TZVPD basis, the Open Molecules 2025 dataset).

Structure (XYZ):
```
17
Properties=species:S:1:pos:R:3:mulliken_charge:R:1
C 1.94 -0.41 -0.11 -0.775
N 0.97 0.16 -1.05 -0.347
C 0.31 1.11 -0.17 -0.470
C -1.22 1.05 -0.43 -0.053
N -1.86 -0.02 -1.10 -0.648
C -1.48 -1.08 -0.36 -0.191
N -0.75 -0.87 0.69 -0.259
C -0.63 0.63 0.83 0.125
H 2.87 -0.96 -0.71 0.257
H 1.47 -1.30 0.59 0.224
H 2.48 0.14 0.72 0.284
H 0.48 -0.49 -1.58 0.350
H 0.99 2.12 0.02 0.295
H -1.98 2.03 -0.01 0.253
H -1.43 -2.16 -0.80 0.295
H -1.12 -1.03 1.61 0.277
H -1.04 1.09 1.88 0.381
```

SMILES: CN[C@H]1[C@H]2N=CN[C@H]21
Highest occupied orbital energy (eV): -8.44
ΔE to the lowest compared entry with this formula, charge and spin (kcal per mole): 140.60
Orbital gap (eV): 9.0915

=====

# C4H13N2S

A 2-piece molecular cluster, C4H13N2S overall (the ωB97M-V functional and the def2-TZVPD basis, the Open Molecules 2025 dataset).

Structure (XYZ):
```
20
Properties=species:S:1:pos:R:3:mulliken_charge:R:1
C 1.84 0.77 2.06 -0.742
C 1.96 1.30 0.85 -0.121
N 2.71 0.70 -0.21 -0.697
H 2.35 -0.15 2.30 0.241
H 1.23 1.27 2.80 0.317
H 1.46 2.22 0.58 0.345
H 3.49 0.16 0.17 0.258
H 3.09 1.39 -0.84 0.247
C -0.52 -0.63 -1.26 -0.616
C -1.19 -0.68 0.11 -0.380
S -2.87 0.00 -0.03 -0.186
N 0.88 -1.15 -1.17 -0.164
H -0.46 0.39 -1.63 0.308
H -1.06 -1.25 -1.98 0.439
H -0.62 -0.06 0.80 0.129
H -1.22 -1.70 0.49 0.376
H -2.81 0.72 1.10 0.162
H 1.24 -1.39 -2.09 0.398
H 0.93 -1.99 -0.60 0.379
H 1.57 -0.43 -0.75 0.309
```

Total charge: +1
Highest occupied orbital energy (eV): -12.69
ΔE to the lowest compared entry with this formula, charge and spin (kcal per mole): 22.42
Orbital gap (eV): 9.5092

=====

# C43H40MnN4O4S2

C43H40MnN4O4S2 as an isolated structure (the ωB97M-V functional and the def2-TZVPD basis, the Open Molecules 2025 dataset).

Structure (XYZ):
```
94
Properties=species:S:1:pos:R:3:mulliken_charge:R:1
Mn 0.05 0.07 -0.07 -0.625
C 5.40 3.00 4.48 -0.894
O 5.10 2.94 3.09 -0.435
C 5.80 2.05 2.34 0.729
C 7.18 1.95 2.29 -0.400
C 7.79 1.05 1.43 -0.997
C 7.02 0.25 0.59 -1.220
C 5.64 0.34 0.62 0.275
C 5.02 1.22 1.51 -0.707
N 3.64 1.42 1.57 -0.109
C 2.66 0.55 1.24 0.132
N 2.96 -0.76 1.30 0.205
C 2.12 -1.83 1.02 -0.728
C 0.80 -1.64 0.59 1.050
C 0.03 -2.80 0.42 -0.154
C 0.57 -4.06 0.61 -1.236
C 1.89 -4.22 1.01 -0.196
C 2.68 -3.11 1.22 1.051
O 3.99 -3.13 1.61 -0.319
C 4.52 -4.35 2.13 -1.038
N 1.45 0.98 0.90 0.354
C 1.30 2.39 0.75 -0.945
C 0.42 3.11 1.56 -0.624
C 0.28 4.47 1.39 -1.081
C 1.01 5.13 0.41 -0.973
C 1.90 4.44 -0.39 -0.442
C 2.07 3.07 -0.22 0.935
O 2.91 2.28 -0.96 0.937
C 4.00 2.91 -1.62 -1.431
H 4.89 3.88 4.87 0.256
H 6.47 3.09 4.67 0.336
H 5.02 2.11 4.97 0.332
H 7.79 2.59 2.90 0.443
H 8.86 1.00 1.39 0.432
H 7.50 -0.42 -0.09 0.492
H 5.05 -0.25 -0.07 0.746
H 3.37 2.34 1.89 0.706
H 3.87 -1.03 1.67 0.514
H -1.01 -2.72 0.12 0.482
H -0.04 -4.94 0.45 0.423
H 2.28 -5.22 1.15 0.520
H 3.93 -4.68 2.99 0.400
H 5.53 -4.11 2.44 0.263
H 4.55 -5.14 1.38 0.354
H -0.14 2.56 2.31 0.631
H -0.40 5.02 2.02 0.501
H 0.88 6.19 0.26 0.535
H 2.46 4.96 -1.15 0.565
H 4.67 2.10 -1.91 0.270
H 4.53 3.59 -0.95 0.465
H 3.67 3.45 -2.50 0.338
S -3.23 3.22 -0.27 -0.369
C -2.10 3.79 -1.47 0.663
C -2.16 4.96 -2.20 -0.676
C -1.14 5.22 -3.09 -0.753
C -0.09 4.32 -3.25 -0.947
C -0.03 3.14 -2.53 0.284
C -1.03 2.88 -1.60 -0.762
N -1.11 1.81 -0.75 0.280
C -2.19 1.86 0.00 1.100
C -2.41 0.89 1.05 0.676
C -3.60 0.88 1.79 -1.148
C -3.76 -0.02 2.82 -0.847
C -2.71 -0.86 3.17 -0.933
C -1.52 -0.84 2.46 0.252
C -1.35 -0.01 1.35 0.430
H -2.98 5.65 -2.07 0.490
H -1.17 6.11 -3.70 0.444
H 0.69 4.54 -3.97 0.485
H 0.78 2.44 -2.67 0.261
H -4.39 1.56 1.52 0.507
H -4.69 -0.05 3.37 0.454
H -2.81 -1.54 4.00 0.482
H -0.72 -1.50 2.76 0.601
C 5.68 -3.24 -1.99 -1.661
C 4.38 -2.55 -2.21 1.166
C 3.17 -3.22 -2.06 -0.968
C 1.96 -2.57 -2.29 -0.765
C 1.98 -1.24 -2.69 0.546
C 3.17 -0.55 -2.83 -0.477
C 4.36 -1.20 -2.59 -0.739
S 0.44 -0.35 -2.99 0.377
C -0.22 -1.34 -4.36 -1.242
O -0.41 -0.75 -1.80 -0.653
H 5.54 -4.32 -1.90 0.403
H 6.15 -2.87 -1.08 0.247
H 6.36 -3.05 -2.82 0.450
H 3.16 -4.25 -1.77 0.351
H 1.03 -3.10 -2.16 0.515
H 3.16 0.48 -3.16 0.519
H 5.29 -0.68 -2.72 0.518
H -0.25 -2.39 -4.09 0.376
H 0.44 -1.19 -5.21 0.458
H -1.21 -0.97 -4.59 0.485
```

Total charge: +2
Highest occupied orbital energy (spin up / spin down) (eV): -12.83 / -12.96
ΔE to the lowest compared entry with this formula, charge and spin (kcal per mole): 7.85
2S+1: 2
Orbital gap (spin up / spin down) (eV): 4.7890 / 6.8206

=====

# C23H25N5O2

The molecule C23H25N5O2 (the ωB97M-V functional and the def2-TZVPD basis, the Open Molecules 2025 dataset).

Structure (XYZ):
```
55
Properties=species:S:1:pos:R:3:mulliken_charge:R:1
C 0.35 -3.89 1.18 -1.222
C 1.05 -2.85 0.30 -0.251
O 1.14 -1.59 0.95 -0.348
C 0.11 -0.72 1.07 0.141
C 0.42 0.40 1.84 -0.478
C -0.46 1.45 2.00 -0.576
C -1.71 1.39 1.41 -0.099
C -2.62 2.59 1.42 -1.287
C -2.66 3.25 0.02 -0.744
N -1.35 3.26 -0.62 -0.199
C -0.89 2.14 -1.26 -0.002
C -1.71 1.44 -2.21 -0.270
C -1.20 0.36 -2.86 -0.632
C 0.11 -0.03 -2.55 0.659
N 0.85 -1.05 -2.95 -0.985
N 2.02 -0.96 -2.33 -0.316
C 2.03 0.10 -1.54 0.405
C 3.14 0.47 -0.69 0.624
C 3.11 1.61 0.12 -0.068
C 4.18 1.90 0.94 -0.779
C 5.29 1.07 0.97 -0.408
C 5.32 -0.06 0.17 -0.690
C 4.26 -0.37 -0.65 -0.631
N 0.83 0.74 -1.65 0.907
N 0.36 1.81 -1.02 -1.131
C -2.06 0.26 0.69 -0.257
C -1.17 -0.80 0.49 0.861
O -1.47 -1.89 -0.28 -0.246
C -2.79 -2.12 -0.73 -0.435
C -3.73 -2.58 0.38 -1.196
H 0.85 -3.96 2.14 0.356
H -0.69 -3.62 1.34 0.132
H 0.39 -4.86 0.68 0.411
H 2.09 -3.13 0.14 0.430
H 0.55 -2.76 -0.67 0.191
H 1.41 0.43 2.27 0.524
H -0.17 2.31 2.58 0.329
H -2.26 3.31 2.15 0.350
H -3.64 2.31 1.70 0.389
H -3.00 4.28 0.11 0.422
H -3.35 2.71 -0.62 0.257
H -0.64 3.65 -0.02 0.308
H -2.70 1.81 -2.42 0.456
H -1.76 -0.19 -3.60 0.509
H 2.24 2.25 0.10 0.550
H 4.15 2.79 1.56 0.414
H 6.12 1.31 1.61 0.402
H 6.19 -0.71 0.19 0.403
H 4.26 -1.24 -1.28 0.496
H -3.04 0.22 0.24 0.576
H -2.67 -2.91 -1.48 0.452
H -3.19 -1.23 -1.24 0.251
H -3.80 -1.83 1.16 0.293
H -3.36 -3.50 0.82 0.337
H -4.72 -2.76 -0.03 0.413
```

SMILES: CCOc1ccc(CCNc2ccc3nnc(-c4ccccc4)n3n2)cc1OCC
Highest occupied orbital energy (eV): -7.91
ΔE to the lowest compared entry with this formula, charge and spin (kcal per mole): 86.95
Orbital gap (eV): 8.2228

=====

What are the strongest force on any atom values for these records? In order: 0.0074 0.1404 0.0116 0.0421 0.0280 Eh/bohr.